Molecular formula: C42H40N2O4
Method: DFT, ωB97M-V with the def2-TZVPD basis set

Geometry (Å):
C 4.80429 -2.47134 10.19480
H 5.73335 0.82764 8.55713
H -0.46946 5.21162 7.90505
C 3.88243 0.49203 -0.28572
H 4.16072 4.34538 -4.11939
O 5.89571 3.94357 -3.20345
C 5.96099 0.24199 7.66200
C 4.72410 -2.02615 11.51854
C 1.47419 4.30589 8.19176
C 5.24273 -0.63006 5.52079
H 2.55365 3.54196 0.58074
H 3.40468 2.46266 -3.01337
N -0.17026 -5.36326 1.34072
C 6.52176 3.69050 -1.94533
H -1.21624 -7.22267 -0.76548
H 1.87596 2.20110 2.57939
C 0.70894 -2.45289 3.46213
O -1.08124 -8.03181 1.13692
H 5.12366 -2.63834 12.33351
C 6.47523 -1.27441 5.38257
C -1.63080 -7.06700 0.24503
C 0.32953 -6.39339 2.24562
H 0.97854 -7.85279 0.76809
H 4.26202 -2.08575 8.13624
H -0.91494 3.98587 5.76407
C 0.05426 -4.03547 1.73059
C 0.01101 3.82034 6.31934
H 3.30755 3.17633 8.26899
H 6.49447 4.58486 -1.29604
C 7.21925 -0.31131 7.46498
C 1.12849 -1.52896 2.46230
H 8.44244 -1.61215 6.25589
H 0.05196 -4.43964 3.87360
H 4.41326 5.28917 -2.59478
C 2.40105 1.74970 1.74181
H 1.36965 -6.16956 2.51117
C 5.86208 2.51138 -1.23569
H 1.71403 4.88091 9.08658
C 2.37518 3.34581 7.73006
C 4.07681 -0.81415 11.79174
H -2.26566 -5.32887 1.32579
H 0.42774 -8.54789 2.34082
H -1.47386 -4.95849 -0.22722
H 7.56367 3.45717 -2.20809
H 4.45034 -0.00335 -1.07778
C 0.24632 -7.76275 1.59176
C 4.23361 -1.71188 9.16177
H 5.32118 -3.40816 9.96286
H 0.00820 -3.23148 -0.31438
C 2.08591 2.60381 6.57793
C 3.58146 0.54798 7.01157
H 2.78375 3.72537 -1.90791
C 7.47063 -1.12420 6.35508
H 6.24601 2.44631 -0.20869
C 4.52105 4.30182 -3.08163
C 3.00102 1.51212 6.07105
H 3.97137 -0.47957 12.82432
H -0.27668 -6.41039 3.16560
H 1.00507 -1.08996 0.31903
C 3.57820 -0.03006 10.75166
C 1.95521 -0.43356 2.80564
H 3.48827 -1.34276 0.77976
C 3.35038 -0.25923 0.74133
O 1.85691 0.78871 8.63711
C 4.91943 0.03248 6.72755
C -1.43193 -5.60994 0.65397
N 4.40983 2.70688 -1.17544
C 0.75897 -1.81197 1.09889
H 0.80223 2.39859 4.86994
C 3.67257 -0.45891 9.41567
C 3.66318 1.88931 -0.31581
H 0.86925 -2.17856 4.50620
C 2.97139 0.34302 8.32497
H -2.70673 -7.29208 0.25361
C 3.69742 3.26978 -2.31077
H 6.66882 -1.88705 4.50189
C 0.94816 2.90854 5.82531
C 2.60301 0.35238 1.78793
C 0.25714 -3.70277 3.09600
C 0.21033 -3.02678 0.74216
H 4.48920 -0.66566 4.72948
H 6.13458 1.57974 -1.76480
H 3.11081 0.92915 10.96646
C 0.26861 4.51276 7.50939
C 2.80438 2.48210 0.64867
O 3.28523 1.50726 4.86706
H 2.15678 -0.21056 3.84260
H 7.99156 -0.09661 8.20007

Forces on the atoms, in the same order (eV/Å):
C -0.2 0.2 0.0
H 0.2 -0.2 -0.3
H 0.2 -0.1 -0.1
C 0.0 0.5 0.1
H 0.0 0.2 0.4
O -0.3 0.0 0.4
C -0.3 -0.2 -0.5
C -0.2 0.0 -0.2
C 0.0 -0.2 -0.4
C 0.0 -0.2 0.6
H 0.3 -0.3 0.1
H 0.0 0.2 0.2
N 0.6 1.0 0.2
C -0.2 0.0 -0.3
H -0.1 -0.1 0.2
H 0.1 0.1 -0.2
C 0.5 -0.2 -0.2
O 0.1 0.5 0.2
H -0.1 0.3 -0.3
C 0.1 0.3 0.1
C 0.3 -0.5 -0.3
C -0.6 -0.2 0.4
H -0.3 0.0 0.2
H 0.1 0.1 0.3
H 0.2 0.1 0.2
C 0.5 -0.6 -0.2
C 0.2 0.1 0.0
H -0.3 -0.1 -0.1
H -0.1 -0.2 -0.3
C -0.2 0.0 0.0
C 0.2 0.4 -0.2
H -0.3 0.1 -0.1
H 0.1 0.2 -0.3
H 0.2 -0.2 -0.2
C -0.3 -0.5 0.4
H -0.2 0.0 -0.1
C -0.2 -0.4 -0.4
H -0.1 -0.1 -0.2
C -0.3 0.2 -0.1
C 0.2 -0.1 -0.2
H 0.2 0.0 -0.2
H 0.2 0.3 -0.3
H -0.2 -0.2 0.1
H -0.3 0.1 0.3
H 0.0 0.3 0.4
C -0.4 -0.2 -0.2
C 0.4 -0.2 0.2
H -0.3 0.3 0.1
H 0.0 0.0 0.5
C -0.1 0.2 -0.2
C -1.0 1.1 0.6
H 0.1 0.0 -0.4
C -0.1 0.1 0.1
H -0.1 0.0 -0.2
C 0.2 0.1 0.1
C 0.5 -1.0 1.4
H 0.1 0.0 -0.3
H 0.1 -0.2 0.0
H -0.2 -0.2 0.3
C 0.2 -0.1 -0.2
C -0.5 -0.9 -0.9
H 0.1 0.3 -0.1
C -0.9 -0.2 0.5
O 0.2 -0.3 0.0
C 0.8 0.0 -0.5
C -0.6 0.1 0.4
N 0.1 0.6 0.1
C 0.2 -0.4 0.0
H -0.1 0.1 0.3
C -0.4 -0.5 0.3
C 0.2 -0.3 0.7
H -0.1 -0.2 -0.2
C 0.1 0.6 -0.5
H 0.4 0.2 -0.3
C 0.0 -0.5 -0.3
H 0.0 0.2 0.1
C 0.0 0.0 0.5
C 0.6 0.1 -0.8
C 0.0 0.2 0.2
C 0.0 0.5 0.1
H 0.3 -0.2 0.3
H 0.0 0.2 0.1
H 0.0 -0.2 -0.1
C 0.0 -0.2 -0.2
C 0.5 -0.2 -0.4
O -0.2 0.1 -0.9
H -0.2 0.5 0.4
H 0.0 -0.2 -0.1

Values from the calculation:
- E_LUMO (Eh) = -0.1067
- strongest force on any atom (eV/Å) = 1.771
- relative energy (zero: lowest compared OMol25 entry of this formula, charge and spin) (kJ/mol) = 0.0
- multiplicity = 1

---

Molecular formula: C32H57N4OP2Sr
Method: DFT, ωB97M-V with the def2-TZVPD basis set

Geometry (Å):
H -0.55696 -4.97761 -3.14039
H 1.83564 3.11222 1.53032
H 0.71156 5.55908 1.35394
N 0.62773 0.38349 3.30468
C 0.97478 4.08103 -0.26231
C -1.67841 4.39060 2.40116
H 2.09715 1.65048 6.25142
N -1.12947 0.41999 -1.44557
H 3.82338 -1.86706 -2.79176
H -1.00565 -2.72386 2.90533
Sr 0.40294 0.25522 0.76495
H -1.56041 6.23960 0.44493
H 2.96650 -5.18620 -2.16026
P 0.25314 -3.08206 -0.68936
C 0.48721 -4.63321 -3.06995
C 1.64257 0.71069 6.58841
H 0.95421 -6.15840 -0.05256
H -2.92846 -2.20427 -2.57600
H 0.59303 -1.49872 -4.63855
C 1.07382 -1.41725 -1.89735
C 0.57764 -5.93814 -1.05177
H 1.29941 -5.21442 1.27749
H 2.39753 -0.08725 6.52102
C -1.42306 -0.83233 -1.89470
H 3.89235 -0.29848 -3.61455
H -0.72374 -1.21683 6.54217
C -0.19522 -3.58348 1.08120
H -1.64661 0.22186 6.01672
H -4.48561 -0.31745 -3.23672
H 0.61209 4.83068 -2.30104
H 1.13878 -5.36097 -3.56629
H 1.95272 5.94785 0.15634
H -4.13693 3.82748 1.46227
H 1.86352 -3.62622 1.83939
H 2.21035 -1.06724 -5.16029
C -0.28446 -1.79150 -2.11555
H 3.02296 3.79646 0.40415
H 1.97735 -2.58197 -4.30219
H -0.67911 0.27872 7.52591
H -1.75313 -4.70991 2.06757
H 1.80918 1.29665 -2.45286
H -3.20915 2.32111 1.34373
H -0.50460 -6.11884 -1.10006
C 1.52264 0.64710 -3.29520
O -2.62307 0.54737 3.32429
C -0.59101 -2.36998 1.95063
H -1.18758 -5.51347 0.60791
H 3.70516 -0.36223 -1.83727
C 0.98920 -4.28460 1.76344
H 0.27671 -1.76445 2.25589
H 2.31264 4.61354 -1.87188
C -3.11055 1.20505 -2.53267
C 0.53471 0.36352 4.48550
N 0.45502 0.40174 5.78273
C -1.49910 2.88262 -1.54650
H 2.86521 -3.44133 -1.89766
C 1.30763 4.17343 -1.75928
C 2.50360 -4.41034 -1.53845
H 1.31678 0.81198 7.62806
N 1.49216 -1.87521 -0.66992
C -2.08151 4.15780 0.93583
H -0.77660 5.00990 2.49367
P -0.70126 3.13324 0.09613
C 1.64798 -1.54149 -4.34571
H -3.74630 3.16577 -0.12620
C -1.92470 1.44038 -1.84052
H -0.81991 3.24463 -2.33403
C 1.93019 -0.80762 -3.03423
C -3.35996 3.30581 0.88875
H -2.50124 4.92218 2.90031
H 0.59106 -3.71147 -3.64428
H -3.72345 2.04803 -2.84829
H 2.86668 -4.53301 -0.51263
H 2.05826 1.00908 -4.19426
H -2.38615 3.52815 -1.61440
H 2.24275 2.27113 -0.01687
C 3.43040 -0.84635 -2.78019
C -1.41306 -4.53070 1.03612
H -1.51050 3.44514 2.93515
H -3.27735 5.90976 0.63222
H 0.25404 6.15514 -0.27584
C 2.06632 3.25705 0.46139
C -3.53067 -0.10482 -2.76400
C 0.97342 -4.55760 -1.60074
C 0.94768 5.51334 0.28402
H -0.52478 -2.39156 -3.00539
H 0.69031 -4.56850 2.78576
H 1.33719 3.19637 -2.25959
C -2.68962 -1.15299 -2.40058
C -1.96636 0.58278 2.37858
C -2.33776 5.49765 0.23613
H 0.44718 0.74782 -3.49752
H -1.39650 -1.77013 1.50029
H -2.45574 5.41127 -0.85079
H 1.04916 -6.67984 -1.71087
C -0.72293 -0.11527 6.50423
H -2.25299 -4.09528 0.47570

Forces on the atoms, in the same order (eV/Å):
H 0.3 0.1 0.1
H 0.0 0.0 -0.3
H 0.0 0.0 -0.3
N 0.0 0.0 2.9
C -0.8 0.0 0.1
C -0.2 0.1 0.0
H -0.2 -0.2 0.1
N 0.0 0.7 0.3
H 0.0 0.2 0.1
H 0.0 0.0 -0.2
Sr 0.2 -0.5 -1.4
H -0.2 -0.3 0.0
H -0.1 0.0 0.1
P 0.0 -0.1 0.6
C 0.2 0.2 -0.1
C 0.6 0.0 -0.1
H -0.2 0.0 -0.3
H 0.0 0.4 -0.1
H 0.1 -0.1 0.1
C 1.6 1.8 -1.5
C 0.2 -0.4 -0.1
H -0.1 0.5 0.2
H -0.3 0.2 0.1
C 1.7 -0.7 -1.0
H 0.2 -0.1 0.3
H 0.1 0.4 0.0
C 0.4 -0.5 0.3
H 0.3 -0.1 0.2
H 0.1 0.1 0.1
H 0.1 -0.2 0.2
H -0.2 -0.1 0.0
H -0.2 -0.1 0.1
H 0.1 -0.1 -0.1
H -0.1 -0.1 -0.1
H 0.0 0.0 0.1
C -3.5 0.6 -1.0
H -0.2 -0.2 0.0
H 0.0 0.1 0.0
H -0.1 -0.1 -0.4
H 0.0 0.0 -0.2
H -0.2 -0.2 -0.2
H -0.1 0.2 -0.2
H 0.3 0.1 0.0
C 0.2 0.4 -0.3
O 1.8 0.2 -2.7
C 0.2 -0.3 -0.1
H 0.0 0.4 0.1
H 0.0 -0.1 -0.1
C 0.1 0.0 0.6
H -0.2 -0.2 -0.2
H -0.3 -0.1 0.1
C 0.1 0.7 0.1
C 0.3 0.2 -2.5
N -0.2 -0.1 0.6
C -0.2 -0.2 -0.4
H -0.3 -0.3 0.1
C 0.2 -0.1 -0.1
C 0.2 -0.2 -0.2
H 0.2 0.0 -0.3
N -0.5 -0.5 2.2
C 0.9 0.1 -0.2
H -0.3 -0.2 0.0
P 0.1 0.0 -0.1
C 0.3 -0.1 -0.5
H 0.1 0.0 0.2
C -0.3 -0.3 0.3
H -0.2 -0.4 0.2
C -0.6 -0.2 0.4
C 0.1 0.0 0.0
H 0.2 -0.1 0.0
H 0.0 -0.3 0.3
H 0.2 -0.2 0.0
H 0.0 0.0 -0.1
H -0.2 0.0 0.4
H 0.3 -0.2 0.0
H -0.1 0.4 0.1
C 0.1 0.1 -0.2
C -0.1 0.0 0.2
H 0.0 0.2 -0.1
H 0.1 0.0 -0.1
H 0.3 -0.3 0.2
C 0.0 0.2 0.0
C 0.3 -1.1 0.4
C 0.1 -0.3 -0.1
C 0.4 0.2 0.1
H -0.1 0.3 0.4
H 0.1 0.1 -0.1
H -0.1 0.3 0.2
C -0.7 0.5 -0.3
C -2.0 -0.3 2.8
C -0.3 0.3 0.2
H 0.3 0.0 0.2
H 0.2 0.0 -0.1
H 0.0 0.0 0.2
H -0.1 0.1 0.1
C -0.3 -0.3 -0.2
H 0.2 -0.1 0.1

Values from the calculation:
- E_LUMO (spin up / spin down) (Eh) = -0.0898 / -0.0899
- strongest force on any atom (eV/Å) = 3.697
- total charge = +1
- relative energy (zero: lowest compared OMol25 entry of this formula, charge and spin) (kJ/mol) = 354.6
- multiplicity = 1

---

Molecular formula: C20H22MnN6O2
Method: DFT, ωB97M-V with the def2-TZVPD basis set

Geometry (Å):
C 1.75842 3.21902 -2.99309
C 0.55905 1.74570 2.05214
H 1.83280 5.20860 -3.76000
H -1.95622 1.76385 1.40308
H -0.27777 -1.54747 1.68458
O -1.15164 -1.12473 -1.79025
C -1.66226 0.80118 1.82188
N 0.07152 -0.64225 3.52467
N 0.33574 1.75413 3.47049
H 0.68048 0.54102 5.14272
H 2.04203 -3.43795 -1.50838
H 0.19114 2.65973 1.58571
C 0.28043 -0.70564 2.11406
H -1.21343 1.92771 4.86686
C 1.27659 4.48801 -3.17849
C -0.05487 -3.24882 -1.99964
N 0.98436 0.06751 -1.38244
H 1.87936 0.37801 3.85136
C 0.04520 4.83816 -2.61632
O -0.97652 1.80710 -0.93908
C -1.08847 1.90521 3.78636
N -0.20551 0.58028 1.44714
Mn -0.58094 0.13809 -0.41010
H -1.65444 4.21459 -1.45436
C 1.16073 -3.94671 -1.87412
N 1.00217 -1.22458 -1.07221
H 1.33798 -0.81619 1.87408
C -1.21032 -3.89513 -2.47778
C -1.14301 -5.22560 -2.82215
N -1.86695 0.77428 3.23486
H 1.61818 1.61049 1.83265
H -0.34497 5.83560 -2.77075
H 2.13627 -5.83022 -2.13094
C -0.12172 -1.86601 -1.68115
H -2.13345 -3.34020 -2.57724
C -0.21864 2.65152 -1.65891
C 0.06370 -5.91260 -2.69230
H -1.91230 -1.32205 3.39662
H 2.70243 2.91832 -3.43038
C -0.69566 3.93794 -1.87086
C 1.54128 0.95810 -2.13667
H -1.50954 -0.45731 4.88536
H -2.01930 -5.73710 -3.19431
C 0.81736 0.50427 4.06383
C -1.35700 -0.47765 3.80841
C 1.21122 -5.27883 -2.22068
H 0.10966 -6.95877 -2.96528
H -2.25828 0.00286 1.33561
H 2.40933 0.64733 -2.71440
C 1.03266 2.27856 -2.22994
H -1.46686 2.83863 3.36976

Forces on the atoms, in the same order (eV/Å):
C 0.0 0.0 0.0
C 0.1 0.0 0.0
H 0.0 0.0 0.0
H 0.0 0.0 0.0
H 0.0 0.0 0.0
O -0.1 -0.1 0.0
C -0.4 -0.3 -0.1
N 0.0 0.0 0.0
N 0.0 0.0 0.0
H 0.0 0.0 0.0
H 0.0 0.0 0.0
H 0.0 0.0 0.0
C 0.0 0.0 0.0
H 0.0 0.0 0.0
C 0.0 0.0 0.0
C 0.0 0.0 -0.1
N 0.3 0.2 -0.1
H 0.0 0.0 0.0
C 0.0 0.0 0.0
O -0.1 0.2 -0.2
C 0.0 0.0 0.0
N -0.1 0.0 0.0
Mn -0.2 -0.1 0.3
H 0.0 0.0 0.0
C 0.0 0.0 0.0
N 0.2 -0.3 0.0
H 0.0 0.0 0.0
C 0.0 0.0 0.0
C 0.0 0.0 0.0
N 0.2 0.2 0.1
H 0.0 0.0 0.0
H 0.0 0.0 0.0
H 0.0 0.0 0.0
C 0.1 0.1 -0.1
H 0.0 0.0 0.0
C 0.1 0.0 0.0
C 0.0 0.0 0.0
H 0.0 0.0 0.0
H 0.0 0.0 0.0
C 0.0 0.0 0.0
C 0.0 0.0 0.0
H 0.0 0.0 0.0
H 0.0 0.0 0.0
C 0.0 0.0 0.0
C 0.0 0.0 0.0
C 0.0 0.0 0.0
H 0.0 0.0 0.0
H 0.0 0.0 0.1
H 0.0 0.0 0.0
C -0.1 -0.1 0.0
H 0.0 0.0 0.0

Values from the calculation:
- E_LUMO (spin up / spin down) (Eh) = -0.3347 / -0.3000
- strongest force on any atom (eV/Å) = 0.470
- total charge = +2
- relative energy (zero: lowest compared OMol25 entry of this formula, charge and spin) (kJ/mol) = 0.0
- multiplicity = 4